Entry 1:
C21H70O14 | ωB97M-V with the def2-TZVPD basis set

The geometry in XYZ format:
```
105
Properties=species:S:1:pos:R:3:forces:R:3:lowdin_charge:R:1
H -2.03400 -1.15146 -3.58722 -0.4818 0.8169 0.1603 0.11
O -3.79700 -3.46246 -0.40222 0.7464 -3.0133 -0.4957 -0.08
H -0.80700 -4.12046 -3.25422 0.6344 -1.3555 -1.9588 0.06
H -0.01800 1.63354 -0.20022 -0.3580 -0.4512 -0.0021 0.07
H -0.67300 -1.81146 1.08978 0.0871 1.4419 -1.3763 -0.02
C 2.16600 -2.35946 2.02878 -0.8936 0.6490 -1.3176 -0.30
O 2.26700 -0.34246 -2.18422 0.9419 2.4592 1.8771 -0.10
H -1.60600 1.47654 -2.63022 0.5842 -1.1780 -0.2780 0.06
H 0.38400 -3.54046 -1.62422 0.4411 0.1253 0.0985 0.05
O 4.70600 -0.31346 -1.21522 1.7587 -2.1863 -0.2627 -0.13
H 1.91000 0.88454 2.83478 -0.8895 -0.9686 0.1442 0.03
O -0.49400 3.57654 1.09978 -0.9032 1.6788 -0.2183 -0.15
H 2.27400 3.06854 0.08178 -0.1738 -0.2281 -0.9859 0.07
C 1.87600 -2.42346 0.51078 -1.3149 -0.8311 0.5264 -0.05
C 0.10300 0.66254 0.31178 1.9745 0.2558 -1.6035 -0.12
H 5.51900 1.61554 1.36178 -0.6585 0.2151 0.0467 0.11
H -0.13200 -1.04346 3.05978 0.3887 -0.2423 -0.0422 0.08
C 5.03100 -1.76246 -1.16422 0.5297 0.3656 0.3241 -0.11
H -2.64100 1.53454 1.82778 -0.2166 -0.8138 0.0585 0.08
H 1.78300 -1.43146 2.48778 0.3844 -0.2438 -0.3229 0.10
H 3.89600 -3.33246 2.23078 -0.7201 0.7041 -0.0749 0.11
H -0.59900 0.33754 4.88078 0.0054 -0.1328 -0.3698 0.08
H 2.81300 0.23654 -2.73222 -0.1137 0.0931 0.1618 0.12
H 3.95200 0.07754 2.03178 0.7541 0.7061 0.1459 0.12
H -2.62500 3.84654 -2.74822 -0.1348 -0.0082 0.0300 0.10
C 2.18000 -2.37146 -3.34522 -0.7027 -0.0699 1.8971 -0.06
H 2.16500 2.47254 2.20078 0.2088 -0.4399 0.5051 0.08
H -1.00900 -3.84646 3.78478 -0.2709 -0.8133 -0.1974 0.07
C -0.94600 4.56154 0.09978 2.6908 -1.5188 -1.5396 -0.10
H -2.94100 -0.70546 -2.21422 -0.3329 1.0109 -0.2360 0.09
H -1.89400 1.31454 4.02278 -0.0337 -0.5342 -0.6803 0.07
C -0.97000 1.31454 4.58178 0.8470 -0.2289 -1.8440 -0.10
H 4.38700 4.18554 -0.81822 -0.8318 -0.6279 -0.3010 0.12
H -3.16700 -0.17446 1.84878 0.7468 -2.5085 0.8815 0.02
H 1.56200 -2.98146 -3.96222 -0.3033 -0.3965 -1.0286 0.05
O 3.91000 3.48654 -2.74322 0.7828 -0.2662 -0.0286 -0.11
H -1.55300 -2.48246 4.73778 -2.1043 0.0192 2.1278 0.03
H 1.68000 -3.16246 2.52278 -0.8384 -0.7873 0.4306 0.10
H -4.07300 1.92954 -1.71422 -1.4065 -1.7329 -0.9749 0.04
H -2.87800 2.16754 -0.48722 0.8840 -0.5212 -0.0501 0.05
H -4.82300 1.98854 2.48578 -0.8810 1.8433 -0.5848 0.04
H 3.23800 0.83754 0.78778 -0.8347 0.3829 -1.8529 0.07
H 1.30500 -0.47046 -3.92522 -0.2856 0.1527 -0.4052 0.12
H -0.33100 4.38054 -0.82722 -0.1841 0.1041 0.8501 0.08
H 1.86900 2.42254 -1.56722 0.0119 -0.6870 -0.2856 0.05
O 3.52400 -2.42946 2.28278 2.1155 -0.2428 0.3906 -0.08
H 1.13600 0.30054 -0.06822 -1.4644 0.4043 1.0544 0.10
C -2.45300 -0.23246 -3.09022 0.1752 -0.6651 -2.4114 -0.25
C -0.88400 -1.83146 3.00078 -0.5213 0.0130 -0.0233 -0.30
C 1.44300 -1.01646 -3.00322 -1.6309 -3.9377 -1.8700 -0.31
C -3.35000 0.54054 -4.16622 1.5011 0.4762 0.3225 -0.06
H 4.82000 3.56854 -3.05822 -0.1813 -0.0489 0.1350 0.08
H -0.86100 -4.64646 -1.15522 -0.1818 -0.1997 0.3234 0.09
H 0.38000 -1.25646 -2.63122 1.7909 0.6387 0.0439 0.12
H 0.10100 -2.83846 4.76878 -0.1349 -0.1306 -0.6813 0.08
H -1.91400 4.47354 -0.34522 -1.0858 -0.2257 0.9770 0.04
O -0.92000 -2.45246 1.72078 -0.3044 -1.4270 1.9599 -0.09
H 0.09500 0.92854 1.35278 0.0184 -0.4452 0.5853 0.05
C 2.38700 3.18854 -1.03022 0.7078 1.6762 2.2502 -0.08
H -0.19000 2.42954 3.18778 -0.6264 0.4995 -2.3123 -0.01
H -0.10800 4.16154 1.77578 -0.1272 -0.6418 -0.1704 0.08
C -3.38100 2.58954 -1.33422 0.7137 2.4404 0.6820 -0.10
C -3.47800 0.79554 1.80678 -1.6531 4.3684 -1.7767 -0.13
H -1.00700 -2.93746 -0.76422 -0.3588 -0.1335 -0.7325 0.07
O -1.26800 -3.49246 -2.75922 -2.0163 1.7947 -1.0462 -0.06
O 0.04800 2.15254 4.03278 0.7930 -0.9786 1.5053 -0.09
H 4.50500 2.44354 -0.95522 -0.6019 0.0169 -0.5035 0.09
C 3.89700 3.29754 -1.31422 -0.2985 0.7557 -0.2805 -0.29
H -3.07200 -1.46946 -0.33222 0.0194 -0.9186 0.1145 0.08
H -1.81900 -1.27246 3.17378 0.0082 -0.1640 -0.2998 0.09
C -5.18200 -1.56846 -0.28122 0.8319 -2.6837 -0.5280 -0.05
H -4.15500 -0.03246 -4.47922 -1.9155 -1.4183 0.0087 0.03
C -0.81300 -2.86746 4.14678 2.1952 1.2444 -1.1334 -0.05
H -5.14700 -1.31246 -1.33722 -0.2436 -0.1121 -0.1417 0.07
H -3.58000 -4.09746 0.32978 -0.1952 1.1055 -1.2962 0.12
H 2.54900 -1.87846 -0.09022 0.6872 1.2964 -0.3373 0.03
C 3.67600 1.11154 1.70078 -0.0247 -2.9152 2.0066 -0.39
H -3.74900 1.53454 -3.89722 0.3658 -0.5553 0.3428 0.05
H -5.25900 -0.72146 0.27378 -0.8687 2.6264 1.5552 0.01
H 4.36400 -2.48846 -1.67822 -0.1119 1.0670 0.2083 0.06
O 4.68100 2.03054 1.63578 2.3263 0.8777 -0.5493 -0.04
H -2.88600 0.68954 -5.17122 0.6446 -0.0583 1.0481 0.09
C -3.82900 -2.17946 0.08478 0.1696 1.0665 0.6261 -0.37
O -0.90000 -0.28846 -0.02622 0.1381 0.5931 -0.3766 -0.15
H 3.00000 1.92554 3.63278 0.7443 -0.0073 0.4241 0.08
H 1.87500 4.15854 -1.25222 0.5923 -0.6732 -0.0670 0.08
H -3.53700 -2.34646 1.12778 -0.6588 1.2857 0.3406 0.11
H 5.09600 -2.04946 -0.11522 -0.2728 -0.0533 0.1277 0.06
H -0.66500 5.54054 0.40878 -0.3492 0.8638 0.3696 0.07
O -1.30300 0.53154 -2.76122 -0.4835 1.2375 0.8145 -0.13
O -4.46900 1.19354 2.79678 1.6169 -2.6809 0.0976 -0.09
H 3.16100 -2.17246 -3.76322 0.0313 -0.0370 -0.3011 0.07
O -2.43500 2.97254 -2.39922 -0.9531 0.0513 1.5846 -0.13
C -0.69300 -3.64446 -1.55022 1.3217 -0.3049 3.1798 -0.21
H -5.97000 -2.30646 -0.06722 0.0903 0.5153 -0.1276 0.09
H -3.99500 3.38054 -0.81522 0.8039 0.0463 -1.1494 0.11
H 6.03300 -2.00946 -1.56422 -0.3562 0.8733 -0.1073 0.08
H 2.33300 -3.03746 -2.42522 -0.1447 1.2593 -0.9187 0.07
H 2.05100 -3.42646 0.16178 0.1480 -0.8991 0.0764 0.07
H 3.76200 -0.28246 -1.29322 -0.8830 -0.1472 0.1515 -0.01
H -3.92700 0.89954 0.75478 0.4737 -0.1640 1.3771 0.08
C 2.67600 1.58954 2.66878 -1.4858 2.0982 -0.9242 -0.08
H 0.82400 -2.25146 0.18878 1.0664 0.2993 0.4756 0.05
H -1.21200 1.84654 5.39178 -1.2123 1.4054 3.7983 0.04
H -0.97100 -0.16046 -0.99622 -0.2791 -0.2660 0.1606 0.05
```
Positions in Å, forces in eV/Å.

Results
- lowest unoccupied orbital energy (eV) = 0.2
- max |F| (eV/Å) = 5.0
- HOMO energy (eV) = -9.502
- total charge = 0
- ΔE to the lowest compared entry with this formula, charge and spin (kJ/mol) = 1017.0

=====

Entry 2:
C15H32NO2PRuSSi | ωB97M-V with the def2-TZVPD basis set

The geometry in XYZ format:
```
54
Properties=species:S:1:pos:R:3:forces:R:3:lowdin_charge:R:1
H 0.42731 -3.06172 3.40283 0.1636 -0.1154 -0.2458 0.06
C 4.26532 0.13421 0.53432 0.4974 0.7987 0.1196 -0.07
H 2.05060 -0.08281 -3.06471 0.0272 0.1720 0.1062 0.04
C 2.66529 1.41264 2.10334 0.1753 0.1050 0.5141 -0.08
S -0.66155 -1.52734 1.99999 0.1775 0.8581 -0.8800 0.65
H 3.07171 0.81903 -1.90871 -0.2561 -0.0313 -0.1096 0.03
H 0.60849 -0.20192 3.57149 -0.2769 -0.0917 -0.1477 0.04
C 1.89610 -2.74572 -1.38337 0.1471 -0.2871 -0.1589 -0.33
C 2.92787 0.91225 0.68750 0.4281 -2.0871 0.6831 -0.59
H 4.58035 -0.50462 1.35220 -0.4733 -0.2572 0.3627 0.07
C 0.53524 -2.81311 2.33921 0.0932 0.0957 0.5489 -0.23
Si 0.20244 -1.94479 -1.29124 -0.2133 -1.2697 -1.1578 0.33
N -1.79498 0.41813 0.18363 -3.5184 1.1326 -0.0772 -0.25
O -2.02026 -2.10459 2.06751 0.0862 -0.0632 0.2117 -0.50
H -1.06331 0.41588 3.29009 0.1772 -0.2921 -0.0628 0.05
C -0.64205 1.32663 -2.77638 -0.0105 0.5927 -0.9450 -0.29
H -5.48032 -1.50188 -1.60257 -0.0955 0.3117 0.1945 0.13
H 0.29978 -3.68336 1.72365 -0.0802 0.2434 -0.0490 0.06
C -3.68550 -0.69760 -0.78856 2.1516 0.6409 0.8358 0.05
H 4.30429 -0.46660 -0.38220 -0.2748 0.2386 0.1197 0.07
C -5.85530 0.25034 -0.36535 -1.1741 0.4045 0.2042 -0.08
H -5.94740 1.98876 0.94774 -0.1012 -0.2468 -0.2535 0.12
H -0.33457 2.00498 -3.58375 -0.2836 -0.0779 -0.0536 0.04
H -0.09401 -1.61759 -2.70336 -0.2724 -0.3946 -0.6165 -0.11
H 2.24758 -3.01671 -0.38592 0.1488 0.0327 -0.0774 0.00
H -6.93087 0.22516 -0.51065 0.2070 -0.0328 -0.0036 0.10
C -0.44643 -0.47686 3.44755 -0.0997 -0.4253 0.4084 -0.23
H 2.29843 1.68416 -3.26973 -0.0229 -0.2911 0.1453 0.05
C -5.31281 1.25245 0.45442 -2.2841 -0.5943 -0.6602 -0.03
C -5.05018 -0.71696 -0.97629 -1.8953 0.1056 -0.1146 -0.01
H 1.28578 3.53236 -2.03636 -0.0946 -0.0504 0.3166 0.04
C -3.95856 1.32067 0.66074 2.7216 -0.9064 -0.2693 0.04
H -0.73826 -2.99447 -0.83082 -0.2443 -0.6512 -0.3635 -0.11
H -3.43885 2.05541 1.27620 -0.3788 -0.1200 -0.1205 0.13
H 2.88205 0.58393 2.81001 -0.1027 0.4120 -0.3064 0.08
H 5.05111 0.89641 0.47133 0.1942 -0.1188 -0.1279 0.07
H -2.99537 -1.43580 -1.20611 -0.3013 0.2074 0.1164 0.12
H 1.54163 -2.43776 2.11139 -0.2750 0.0088 0.0378 0.06
H -1.55043 1.71068 -2.29905 0.2034 -0.0706 -0.0380 0.03
C 2.17931 0.86945 -2.53816 -0.2357 0.0365 -0.0222 -0.21
C -3.10985 0.34555 0.02137 2.0194 -0.0857 -0.0229 -0.39
P 0.67360 1.23095 -1.55343 -0.6261 0.3033 -0.1839 0.65
H -0.84310 0.33580 -3.19120 0.0579 0.1360 0.0937 0.01
H -0.81593 -1.05631 4.30493 0.1236 0.2421 -0.0284 0.06
H 3.31741 2.26501 2.36861 -0.3350 -0.2419 0.0105 0.08
Ru -0.11732 -0.13959 0.03520 3.8819 1.1164 2.8007 0.71
H 2.62995 -2.08590 -1.86399 -0.1243 -0.1376 0.2256 0.00
O 1.90310 -0.01279 0.38711 0.3635 0.3773 0.0318 -0.48
H -0.05455 3.43889 -0.84716 0.4097 -0.2810 -0.0702 0.05
H 3.16952 1.75203 0.01810 -1.1982 0.1647 -0.3078 0.09
C 0.91352 2.99703 -1.14489 0.1358 0.5342 0.0257 -0.25
H 1.79102 -3.65276 -1.98599 0.2417 -0.0110 0.0620 0.01
H 1.63561 3.12447 -0.31918 -0.4074 -0.0607 -0.4018 0.03
H 1.58738 1.67629 2.23868 0.8231 0.0222 -0.2988 0.07
```
Positions in Å, forces in eV/Å.

Results
- lowest unoccupied orbital energy (spin up / spin down) (eV) = 0.1 / -4.6
- max |F| (eV/Å) = 4.9
- HOMO energy (spin up / spin down) (eV) = -3.723 / -7.437
- expectation value of S² = 6.05
- multiplicity = 5
- total charge = 0
- ΔE to the lowest compared entry with this formula, charge and spin (kJ/mol) = 0.0